Density functional theory data (ωB97M-V with the def2-TZVPD basis set) for a 2-piece molecular cluster, C4H10NO2 overall.

## Properties
Multiplicity: 2
Relative energy (zero: lowest compared OMol25 entry of this formula, charge and spin) (kcal/mol): 20.1
LUMO (spin up / spin down) (eV): 0.76 / -2.27
HOMO level (spin up / spin down) (hartree): -0.3185 / -0.3185
Gap between HOMO and LUMO (spin up / spin down) (eV): 9.4 / 6.4
E (Eh): -363.556317

Bonds (Å) are listed after each position.
CARTESIAN COORDINATES (ANGSTROEM)
1 C 1.60 -0.59 -0.80  C2 1.389, H5 1.081, H6 1.086
2 C 0.65 0.27 -1.34  C1 1.389, O3 1.258, C4 1.527
3 O -0.56 0.28 -1.01  C2 1.258
4 C 1.04 1.32 -2.38  C2 1.527, H8 1.084, H9 1.088, H10 1.089
5 H 2.60 -0.77 -1.17  C1 1.081
6 H 1.37 -1.12 0.12  C1 1.086
7 H -0.41 0.48 0.53  O13 1.001
8 H 2.07 1.21 -2.72  C4 1.084
9 H 0.38 1.25 -3.24  C4 1.088
10 H 0.91 2.33 -1.98  C4 1.089
11 N -1.23 -1.53 2.24  C12 1.473, H14 1.008, H15 1.009
12 C -1.50 -0.09 2.04  N11 1.473, O13 1.387, H16 1.102, H17 1.091
13 O -0.38 0.55 1.52  H7 1.001, C12 1.387
14 H -2.01 -2.15 2.06  N11 1.008
15 H -0.43 -1.80 1.69  N11 1.009
16 H -2.39 0.01 1.41  C12 1.102
17 H -1.71 0.33 3.03  C12 1.091

Density functional theory data (ωB97M-V with the def2-TZVPD basis set) for an isolated ion of composition C4H10NO2 and charge +1.

## Properties
Relative energy (zero: lowest compared OMol25 entry of this formula, charge and spin) (kcal/mol): 43.7
LUMO (eV): -3.85
HOMO level (hartree): -0.5218
Gap between HOMO and LUMO (eV): 10.3
E (Eh): -363.365971
Total charge: +1

Bonds (Å) are listed after each position.
CARTESIAN COORDINATES (ANGSTROEM)
1 C 0.01 -0.53 1.68  C2 1.566, H8 1.119, H9 1.137, H10 1.104
2 C 0.32 -0.53 0.15  C1 1.566, N3 1.560, C4 1.562, H11 1.149
3 N -0.31 -1.86 -0.38  C2 1.560, H12 1.049, H13 1.002, H14 1.100
4 C -0.37 0.51 -0.78  C2 1.562, C5 1.564, H15 1.001, H16 1.150
5 C 0.15 1.97 -1.00  C4 1.564, O6 1.237, O7 1.301
6 O -0.64 2.78 -1.51  C5 1.237
7 O 1.31 2.22 -0.47  C5 1.301, H17 1.009
8 H 0.91 -0.56 2.34  C1 1.119
9 H -0.28 0.56 1.79  C1 1.137
10 H -0.74 -1.22 2.10  C1 1.104
11 H 1.42 -0.73 -0.13  C2 1.149
12 H 0.28 -2.65 -0.02  N3 1.049
13 H -1.21 -2.03 0.03  N3 1.002
14 H -0.38 -1.87 -1.48  N3 1.100
15 H -0.55 0.01 -1.63  C4 1.001
16 H -1.42 0.74 -0.37  C4 1.150
17 H 1.49 3.20 -0.32  O7 1.009

Density functional theory data (ωB97M-V with the def2-TZVPD basis set) for an isolated ion of composition C4H10NO2 and charge +1.

## Properties
Relative energy (zero: lowest compared OMol25 entry of this formula, charge and spin) (kcal/mol): 80.7
LUMO (eV): -3.39
HOMO level (hartree): -0.5168
Gap between HOMO and LUMO (eV): 10.7
E (Eh): -363.307064
Total charge: +1

Bonds (Å) are listed after each position.
CARTESIAN COORDINATES (ANGSTROEM)
1 C -2.29 0.87 0.75  O2 1.461, H8 1.066, H9 1.051, H10 1.063
2 O -1.16 -0.04 0.91  C1 1.461, C3 1.375
3 C -0.39 -0.23 -0.21  O2 1.375, C4 1.556, C6 1.582, H11 1.134
4 C 0.47 -1.51 -0.01  C3 1.556, N5 1.422, H12 1.126, H13 1.153
5 N 1.73 -0.85 0.01  C4 1.422, C6 1.621, H14 1.005, H15 1.066
6 C 0.98 0.57 -0.19  C3 1.582, N5 1.621, O7 1.389, H16 1.103
7 O 1.29 1.25 -1.36  C6 1.389, H17 1.080
8 H -2.85 0.76 1.65  C1 1.066
9 H -2.90 0.55 -0.05  C1 1.051
10 H -1.86 1.77 0.38  C1 1.063
11 H -0.94 -0.14 -1.20  C3 1.134
12 H 0.09 -2.19 0.79  C4 1.126
13 H 0.31 -2.18 -0.94  C4 1.153
14 H 2.29 -1.06 0.82  N5 1.005
15 H 2.45 -1.03 -0.75  N5 1.066
16 H 1.02 1.24 0.68  C6 1.103
17 H 1.76 2.22 -1.28  O7 1.080

Density functional theory data (ωB97M-V with the def2-TZVPD basis set) for an isolated ion of composition C4H10NO2 and charge +1.

## Properties
Relative energy (zero: lowest compared OMol25 entry of this formula, charge and spin) (kcal/mol): 54.2
LUMO (eV): -2.96
HOMO level (hartree): -0.5121
Gap between HOMO and LUMO (eV): 11.0
E (Eh): -363.349234
Total charge: +1

Bonds (Å) are listed after each position.
CARTESIAN COORDINATES (ANGSTROEM)
1 C 0.85 2.52 -0.13  C2 1.507, H8 1.131, H9 1.087, H10 1.045
2 C 0.77 1.02 -0.11  C1 1.507, O3 1.365, C4 1.331
3 O 1.91 0.39 0.33  C2 1.365, H11 0.967
4 C -0.22 0.32 -0.65  C2 1.331, N5 1.463, H12 1.018
5 N -0.34 -1.13 -0.52  C4 1.463, C6 1.546, H13 1.030, H14 1.030
6 C -1.31 -1.64 0.56  N5 1.546, O7 1.349, H15 1.153, H16 1.127
7 O -0.96 -2.94 0.61  C6 1.349, H17 0.961
8 H 0.90 3.10 0.84  C1 1.131
9 H 1.72 2.76 -0.74  C1 1.087
10 H 0.02 2.93 -0.61  C1 1.045
11 H 2.62 1.04 0.45  O3 0.967
12 H -1.08 0.76 -1.00  C4 1.018
13 H -0.54 -1.73 -1.34  N5 1.030
14 H 0.51 -1.56 -0.12  N5 1.030
15 H -0.93 -0.86 1.32  C6 1.153
16 H -2.33 -1.40 0.15  C6 1.127
17 H -1.58 -3.58 0.95  O7 0.961